Record 1
# C35H40IN4PS2SiV

A molecular structure, C35H40IN4PS2SiV in a non-equilibrium geometry (wB97M-V/def2-TZVPD, the Open Molecules 2025 dataset).

Element x y z (Å)
1 V -1.853592 0.610289 -0.969555
2 I 4.512664 0.850766 -0.577102
3 C 5.933852 -0.662833 0.078655
4 C 7.195574 -0.344588 0.588541
5 C 8.192800 -1.310546 0.488144
6 C 7.965617 -2.539492 -0.105262
7 C 6.662025 -2.909564 -0.577743
8 C 6.383901 -4.100053 -1.247664
9 C 5.111766 -4.560994 -1.383384
10 C 4.012361 -3.779644 -0.936355
11 C 4.284466 -2.577640 -0.342324
12 P 3.003936 -1.621919 0.487120
13 C 1.696043 -1.703305 -0.741424
14 C 1.844867 -1.712909 -2.154406
15 C 0.694382 -1.744659 -2.933742
16 C -0.571318 -1.702039 -2.407217
17 C -0.670916 -1.261652 -1.065330
18 C 0.443443 -1.428375 -0.173863
19 C 2.559995 -2.668946 1.826571
20 C 2.242288 -4.034214 1.827092
21 C 1.971466 -4.676718 3.050131
22 C 1.962787 -4.042104 4.276541
23 C 2.125108 -2.677331 4.232960
24 C 2.534698 -2.008359 3.084598
25 C 5.587083 -1.951322 -0.303851
26 H 7.377702 0.595598 1.110347
27 H 9.112505 -1.118689 0.978625
28 H 8.762092 -3.309192 -0.200446
29 H 7.219588 -4.741322 -1.531185
30 H 4.975108 -5.575279 -1.746570
31 H 3.003082 -4.191142 -1.039818
32 H 2.823688 -1.757002 -2.630483
33 H 0.740965 -1.892165 -3.996941
34 H -1.468118 -1.981979 -2.944108
35 H -1.749169 -1.318882 -0.584491
36 H 0.355046 -1.273678 0.885052
37 H 2.100967 -4.585083 0.865844
38 H 1.814269 -5.776389 2.958541
39 H 1.694271 -4.564313 5.191808
40 H 2.184626 -2.133984 5.135521
41 H 2.695514 -0.923961 3.099968
42 S -0.018744 1.774073 -0.171815
43 C -0.281481 2.772816 1.253113
44 N -1.444732 2.789049 1.882717
45 C -1.741124 3.778718 2.946890
46 C -0.789683 5.030163 2.933726
47 C 0.666321 4.535556 2.714278
48 N 0.719236 3.572052 1.617384
49 H -2.109041 2.063542 1.671085
50 H -1.623112 3.235896 3.919122
51 H -2.811488 4.045629 2.877996
52 H -0.891358 5.598272 3.860323
53 H -1.081783 5.642567 2.054714
54 H 0.975779 4.080661 3.632657
55 H 1.310331 5.391015 2.495284
56 H 1.610462 3.325078 1.225609
57 C -5.437476 -1.595018 -2.027847
58 Si -5.083364 -0.689332 -0.371798
59 C -5.170286 -2.169023 0.915987
60 C -6.428209 0.667361 -0.136654
61 C -3.439869 0.236118 0.189493
62 H -4.694598 -2.322312 -2.271866
63 H -5.540839 -0.869328 -2.824742
64 H -6.448652 -2.068051 -1.996254
65 H -6.223914 -2.611286 0.870012
66 H -5.022001 -1.892132 1.975082
67 H -4.502342 -3.002652 0.614021
68 H -7.313595 0.196433 0.345306
69 H -6.809498 1.132078 -1.088662
70 H -6.159592 1.620822 0.428646
71 H -3.013914 -0.172334 1.159072
72 H -3.803397 1.251402 0.363293
73 C -3.742978 5.276274 -4.696421
74 C -3.456629 4.362204 -3.569136
75 C -3.107504 4.899094 -2.325334
76 C -2.909591 3.961284 -1.326547
77 N -2.804276 2.648243 -1.562223
78 C -3.019295 2.274275 -2.798794
79 S -2.623127 0.579901 -3.166645
80 N -3.454143 3.048373 -3.799010
81 H -4.123586 4.717760 -5.561143
82 H -2.813952 5.811401 -5.004318
83 H -4.531612 6.012798 -4.402249
84 H -3.269901 5.938765 -2.141381
85 H -3.008852 4.227399 -0.275800

Cartesian forces (eV/Å) of the 6 atoms listed first:
V -1.7 1.0 -0.9
I 1.2 0.3 0.3
C 0.1 1.5 0.4
C -1.7 0.1 -0.6
C -0.4 -1.3 0.2
C 0.0 -0.5 -0.6

**LUMO level (alpha / beta)**: -2.85 / -2.56 eV
**Expectation value of S²**: 2.0338
**Charge**: +1
**Spin multiplicity**: 3
**E_tot**: -4245.40845 Ha

Record 2
# C12H18BNO4S

C12H18BNO4S in the gas phase in a non-equilibrium geometry (wB97M-V/def2-TZVPD, the Open Molecules 2025 dataset).

Element x y z (Å)
1 C 0.600979 -3.205609 0.338170
2 C 1.654372 -2.407590 -0.622773
3 O 2.685924 -1.703527 0.127743
4 B 2.360688 -0.281801 0.174036
5 C 0.895826 0.109621 0.745156
6 C 0.748981 1.622661 1.268319
7 C -0.809146 1.942209 1.604171
8 O -1.162097 1.763842 2.797872
9 N -1.658265 2.450976 0.516671
10 C -2.716559 1.502945 0.120202
11 C -3.386763 0.443308 1.025713
12 C -4.541377 -0.494929 0.520469
13 C -5.097232 -0.384778 -0.939577
14 C -4.407057 0.667837 -1.856715
15 C -3.247325 1.605202 -1.357606
16 S 3.666065 0.912399 -0.451761
17 C 5.331944 0.054474 -0.606378
18 O 3.873306 2.126704 0.436192
19 O 3.286836 1.283932 -1.885564
20 H 0.384139 -4.262375 -0.032465
21 H 0.929058 -3.180556 1.440260
22 H -0.387632 -2.608793 0.292277
23 H 2.159343 -3.200052 -1.272344
24 H 1.052733 -1.714689 -1.322690
25 H 0.125311 -0.034697 -0.104134
26 H 0.657416 -0.617940 1.606891
27 H 1.397099 1.763350 2.207667
28 H 1.117482 2.394564 0.508096
29 H -1.042181 2.563283 -0.316264
30 H -3.065504 0.312506 2.108143
31 H -5.054313 -1.272484 1.186047
32 H -5.950369 -1.012271 -1.352544
33 H -4.744978 0.828623 -2.937528
34 H -2.800804 2.381651 -2.072988
35 H 6.193224 0.812784 -0.499657
36 H 5.489417 -0.719482 0.236904
37 H 5.461457 -0.441296 -1.630014

Cartesian forces (eV/Å) of the 6 atoms listed first:
C -0.5 1.3 -0.1
C -1.4 -1.9 -0.1
O -0.9 3.2 -1.2
B -1.1 -3.5 1.0
C -0.3 1.0 -0.2
C -0.5 0.6 -0.1

**LUMO level**: -0.57 eV
**SMILES**: CCOB(CCC(=O)Nc1ccccc1)S(C)(=O)=O
**E_tot**: -1246.60688 Ha